(1)
Formula: C2H3NO3
Source: the OMol25 dataset
Level of theory: wB97M-V/def2-TZVPD

Element x y z (Å)
C: 0.782203 -0.332030 0.003324
C: -0.502749 -1.370316 0.028804
H: -1.454823 1.463368 0.203589
H: 1.108233 1.862063 0.292990
H: 0.025120 -2.428389 -0.207950
N: 0.561488 1.029397 0.259937
O: -0.733522 1.496519 -0.348900
O: 1.935478 -0.735056 -0.214346
O: -1.721427 -0.985559 -0.017444

Cartesian forces (eV/Å) of the 3 atoms listed first:
C 2.13 0.91 -0.19
C -2.34 1.95 -1.86
H -2.10 -0.63 2.92

The calculation puts the HOMO-LUMO gap at 9.46 eV. Its structure (SMILES) is O=CC(=O)NO. The value obtained for the HOMO energy is -10.3 eV. As for the spin multiplicity: 1. The relative energy (zero: lowest compared OMol25 entry of this formula, charge and spin) comes out at 4.606 eV.

Mulliken atomic charge list, values in e, 5 entries:
1 C 0.50
2 C 0.20
3 H 0.32
4 H 0.27
5 H 0.26

(2)
Formula: C48H130N9O12S
Source: the OMol25 dataset
Level of theory: wB97M-V/def2-TZVPD

Element x y z (Å)
S: 1.341814 0.176948 -0.326798
O: 1.238694 0.950238 0.910412
O: 1.266704 -1.227452 0.021812
O: 0.186294 0.543538 -1.159048
O: 2.582474 0.476128 -1.048848
C: -2.883266 2.356438 -1.935928
C: -3.852916 3.488708 -1.977298
C: -5.338576 3.075068 -1.600698
N: -6.317186 4.262328 -1.913418
C: -5.912396 5.516678 -1.076328
C: -7.757756 3.778038 -1.699188
C: -8.612136 4.720178 -2.510138
C: -7.809346 5.158758 -3.654078
C: -6.353076 4.521848 -3.450668
H: -1.835786 2.644428 -1.846778
H: -2.976766 1.820628 -2.880518
H: -3.071806 1.672088 -1.108758
H: -4.050276 3.984238 -2.927888
H: -3.485266 4.222968 -1.260498
H: -5.618816 2.758718 -0.595958
H: -5.648356 2.279848 -2.278758
H: -4.869586 5.708278 -1.329218
H: -6.134946 5.176558 -0.064948
H: -6.612136 6.323668 -1.293608
H: -7.972496 3.906738 -0.638328
H: -7.910066 2.716458 -1.893998
H: -9.120466 5.524698 -1.978688
H: -9.435026 4.131488 -2.915598
H: -7.768856 6.247618 -3.683068
H: -8.200286 4.763158 -4.591498
H: -5.601726 5.227038 -3.806018
H: -6.214536 3.631538 -4.064058
C: 2.302544 -2.749972 -3.062918
N: 1.079424 -3.754432 -3.279198
C: 0.039154 -3.513212 -2.138678
C: 0.412224 -3.432882 -4.620928
C: 1.454584 -5.294782 -3.366918
C: 2.319934 -5.855182 -2.219988
O: 3.625284 -5.340492 -2.131058
H: 2.790354 -2.884242 -2.097458
H: 1.861374 -1.757312 -3.152858
H: 3.018294 -2.835692 -3.880508
H: 0.487324 -3.988872 -1.266328
H: -0.926486 -3.984282 -2.322368
H: -0.028416 -2.460042 -1.865998
H: 1.152974 -3.145992 -5.367298
H: -0.119126 -2.496132 -4.452798
H: -0.288146 -4.172372 -5.009178
H: 2.006714 -5.386362 -4.302258
H: 0.556324 -5.881972 -3.557778
H: 2.348984 -6.933252 -2.378168
H: 1.837194 -5.670332 -1.260358
H: 3.968294 -5.810852 -1.367708
C: -3.101556 -4.237932 1.455382
N: -3.971826 -3.320872 0.574942
C: -3.887066 -3.645362 -0.941648
C: -5.364286 -3.523372 1.119052
C: -3.570526 -1.840322 0.852602
C: -2.204086 -1.407342 0.283152
O: -1.027566 -2.156712 0.690552
H: -2.125766 -4.271112 0.970782
H: -3.506296 -5.245232 1.357252
H: -2.992116 -3.889532 2.482382
H: -2.811666 -3.724692 -1.100768
H: -4.009886 -2.718222 -1.501488
H: -4.412416 -4.516372 -1.333378
H: -5.638176 -4.498842 0.717102
H: -5.961686 -2.724512 0.679702
H: -5.306376 -3.447522 2.204862
H: -3.626536 -1.666682 1.927232
H: -4.269146 -1.172872 0.348082
H: -2.110056 -0.394592 0.675072
H: -2.242696 -1.385032 -0.805938
H: -0.148186 -1.834352 0.479892
C: 3.981834 2.362998 5.598152
N: 3.904344 0.822938 5.685572
C: 4.978484 0.375148 6.694432
C: 2.546634 0.439728 6.205452
C: 4.146844 0.221768 4.276542
C: 3.443914 0.707518 3.007122
O: 2.062654 0.646448 3.219822
H: 3.808644 2.669178 6.629832
H: 3.214264 2.758408 4.932882
H: 4.984654 2.538968 5.208952
H: 4.773194 0.697328 7.715292
H: 5.886754 0.902178 6.402222
H: 5.138794 -0.702732 6.670482
H: 2.461344 -0.645802 6.255002
H: 1.786084 0.823448 5.525442
H: 2.386824 0.848438 7.203202
H: 4.118364 -0.859532 4.411062
H: 5.181624 0.557908 4.210782
H: 3.792424 0.208908 2.102672
H: 3.867814 1.691568 2.807012
H: 1.734564 0.879078 2.348132
C: -0.969356 0.842468 -7.985268
N: -1.150766 0.979218 -6.485158
C: -1.007436 2.491988 -6.188028
C: -2.572476 0.441708 -6.078718
C: 0.018574 0.155738 -5.824548
C: 0.400074 0.581468 -4.323848
O: -0.454076 -0.082642 -3.469078
H: -0.053066 1.315278 -8.338778
H: -1.877176 1.288728 -8.391238
H: -0.931606 -0.217592 -8.236138
H: -1.331326 2.701918 -5.168658
H: -1.655326 3.189688 -6.718638
H: 0.003964 2.886508 -6.285648
H: -3.344136 0.726368 -6.793988
H: -2.904026 0.831138 -5.116158
H: -2.371016 -0.629492 -6.073768
H: 0.900774 0.332788 -6.439758
H: -0.322276 -0.879042 -5.858408
H: 0.380444 1.641298 -4.069898
H: 1.393684 0.204558 -4.081388
H: -0.240016 0.188318 -2.573338
C: 1.635334 -4.336102 1.531812
N: 1.373144 -4.107262 3.069902
C: 2.337474 -5.006102 3.920142
C: 1.935234 -2.679752 3.402322
C: -0.155606 -4.109162 3.560822
C: -0.676556 -5.596702 3.775332
O: -0.278576 -6.107252 5.030442
H: 1.124504 -5.252282 1.235552
H: 2.697754 -4.295082 1.291672
H: 1.145634 -3.550462 0.956432
H: 2.021324 -6.044502 3.820712
H: 2.312484 -4.678132 4.959332
H: 3.328134 -5.038902 3.466712
H: 1.312354 -1.926342 2.920142
H: 2.982194 -2.673372 3.099122
H: 1.815314 -2.519382 4.473772
H: -0.695976 -3.725582 2.695392
H: -0.231416 -3.394552 4.380392
H: -0.403456 -6.269692 2.962562
H: -1.736176 -5.346712 3.828402
H: -0.446066 -7.050222 4.964442
C: -3.003676 3.427508 3.008892
N: -3.012956 2.392978 4.173422
C: -2.138366 2.825728 5.355682
C: -4.505046 2.201058 4.531022
C: -2.569376 1.003278 3.621882
C: -1.121496 0.900478 3.018202
O: -0.920216 1.819078 1.998562
H: -2.109036 4.037138 2.882112
H: -3.750556 4.189778 3.230722
H: -3.421326 3.025508 2.085812
H: -1.107506 2.910838 5.011922
H: -2.137406 2.024688 6.094902
H: -2.511846 3.784428 5.715552
H: -4.979626 1.792048 3.639062
H: -5.080676 3.096208 4.766522
H: -4.523426 1.420408 5.291512
H: -3.285576 0.828268 2.819062
H: -2.544606 0.283048 4.439662
H: -0.993606 -0.058502 2.516102
H: -0.360526 0.938748 3.797662
H: -0.140286 1.525998 1.521702
C: 1.261964 4.605868 1.444482
N: 1.443464 4.522968 -0.122778
C: 0.203754 3.782368 -0.671328
C: 1.403994 5.851858 -0.851048
C: 2.793434 3.810418 -0.376578
C: 3.182474 3.498718 -1.849178
O: 2.234944 2.687838 -2.517788
H: 1.770724 5.498918 1.807412
H: 1.814484 3.791438 1.913032
H: 0.249784 4.662218 1.844992
H: 0.308644 2.745448 -0.352118
H: 0.116564 3.843798 -1.756098
H: -0.655566 4.295948 -0.240138
H: 2.414174 6.244908 -0.736378
H: 0.645854 6.495868 -0.405418
H: 1.145164 5.822368 -1.909468
H: 2.647264 2.853938 0.125292
H: 3.500444 4.355548 0.248792
H: 4.153134 3.006318 -1.908038
H: 3.272144 4.408308 -2.443048
H: 2.156094 1.881158 -2.003358
C: 8.065044 -2.908052 0.126122
N: 6.695814 -2.273582 -0.218478
C: 6.028794 -3.200642 -1.258018
C: 5.769744 -2.238142 1.002432
C: 6.936784 -0.859892 -0.788388
C: 5.729654 0.048428 -0.934328
O: 4.718954 -0.468792 -1.837178
H: 8.576374 -3.096522 -0.817868
H: 7.952314 -3.783522 0.765612
H: 8.557204 -2.117852 0.693092
H: 6.530864 -3.152172 -2.224288
H: 4.985764 -2.891562 -1.326208
H: 6.167124 -4.158992 -0.757478
H: 4.780064 -1.872022 0.729332
H: 6.133964 -1.474872 1.690082
H: 5.794524 -3.214292 1.486802
H: 7.434894 -0.987392 -1.749498
H: 7.635544 -0.427962 -0.071948
H: 6.091264 1.039638 -1.207888
H: 5.275114 0.258038 0.033952
H: 3.920924 -0.048922 -1.507848

Cartesian forces (eV/Å) of the 3 atoms listed first:
S -1.40 -0.29 -1.12
O 0.65 1.36 0.51
O 0.84 -1.83 0.23

Its total charge is +6. The calculation puts the HOMO-LUMO gap (alpha / beta) at 2.18 / 10.23 eV. The value obtained for the HOMO energy (alpha / beta) is -12.9 / -20.9 eV. As for the spin multiplicity: 2.

Mulliken atomic charge list, values in e, 5 entries:
1 S 1.01
2 O -1.52
3 O -0.66
4 O -0.15
5 O -0.77

(3)
Formula: C3H21O11
Source: the OMol25 dataset
Level of theory: wB97M-V/def2-TZVPD

Element x y z (Å)
O: -0.113002 -0.368735 0.787556
C: 0.262189 0.401832 -0.136918
O: 1.301661 0.266957 -0.831910
C: -0.569886 1.513564 -0.699141
C: -0.153529 1.991723 -2.112160
O: -0.777770 1.302568 -3.185871
H: -0.722611 2.335083 0.062713
H: -1.574073 1.098578 -0.871853
H: -0.521297 3.064911 -2.144424
H: 0.938041 2.008356 -2.267756
H: -0.066833 0.713946 -3.483296
H: -3.021944 -1.985018 -0.246713
H: -1.684488 -2.632227 -0.114769
O: -2.601993 -2.829010 0.061608
H: 0.662608 1.451798 3.001284
H: 1.714675 0.403556 2.413207
O: 1.585348 1.266024 2.904977
H: 2.950049 -0.756738 1.322009
H: 1.451303 -0.919027 1.368590
O: 2.266480 -1.127936 1.892188
H: 1.393445 -1.685891 -1.176130
H: 1.398085 -2.906507 -0.154283
O: 1.347923 -2.630499 -1.070031
H: 3.166544 0.583914 -0.505572
H: 3.375388 0.920871 1.006771
O: 3.730534 1.060224 0.135496
H: 0.099820 -3.030610 -2.390470
H: -0.994078 -2.175133 -2.103753
O: -0.871445 -2.981143 -2.616910
H: -1.473637 -0.030485 1.557976
H: -2.679062 -0.812837 2.038707
O: -2.121155 -0.095983 2.339299
H: -2.039424 2.802450 1.864290
H: -2.772276 1.413702 1.718389
O: -2.885590 2.367723 1.636897

Cartesian forces (eV/Å) of the 3 atoms listed first:
O 0.17 0.46 -0.26
C 0.78 -0.03 -1.99
O 0.63 -1.40 0.67

Its total charge is -1. The calculation puts the HOMO-LUMO gap at 10.07 eV. The value obtained for the HOMO energy is -7.1 eV. As for the spin multiplicity: 1. The relative energy (zero: lowest compared OMol25 entry of this formula, charge and spin) comes out at 1.110 eV.

Mulliken atomic charge list, values in e, 5 entries:
1 O -0.97
2 C 0.91
3 O -0.95
4 C 0.14
5 C -0.72

no.,maximum force (hartree/bohr)
1,0.1289
2,0.0653
3,0.0526